Formula: C26H78O13S13
Source: the OMol25 dataset
Level of theory: ωB97M-V with the def2-TZVPD basis set

```
130
C26H78O13S13 ωB97M-V with the def2-TZVPD basis set
O -3.236 0.144 0.994
O 5.112 -3.786 -1.847
H -3.162 -2.000 -4.855
H 1.451 0.658 -5.977
H 6.214 2.691 -2.534
H -4.373 -0.461 -1.602
H -2.368 5.278 3.072
H 0.226 -5.180 4.102
H 1.641 4.209 0.894
O -2.034 -5.116 2.203
S 3.346 -0.126 4.325
H 3.921 -2.933 0.581
H -6.046 0.318 -5.883
C 1.632 4.296 1.981
H 0.700 3.109 -5.262
H -2.895 0.886 6.284
H -3.120 -0.764 -3.487
H 0.665 -3.814 3.036
C -1.658 -2.307 2.857
C -3.251 5.485 2.468
H 6.323 2.167 -0.802
H 2.060 -1.884 3.311
H 5.450 -0.893 3.414
H 1.688 -0.199 2.705
O -1.116 1.508 -3.730
H -5.640 0.623 -4.204
C 4.354 -3.913 0.783
H 1.057 5.135 2.373
C 2.821 4.230 4.373
H 0.177 1.053 2.028
H -0.179 4.654 -1.901
H -2.583 -6.874 -1.596
C -5.431 -0.028 -5.053
H 5.089 -6.847 0.127
C 5.803 2.052 -1.753
H 2.772 1.134 0.499
H -6.072 1.502 1.084
H 5.483 -6.628 -1.565
S 4.361 -4.694 -0.873
S -4.119 1.706 4.306
H -1.190 -6.528 -0.642
H -0.023 0.156 -2.225
C 0.005 -4.146 3.837
H -0.462 2.990 -1.220
C -0.239 3.601 -5.007
H 3.195 -2.255 -4.294
H -3.929 3.426 0.812
C -2.027 -6.050 -1.150
S -1.241 3.008 -3.505
H -3.525 6.509 2.725
C -3.694 0.486 5.661
O 4.019 5.600 2.372
H -1.709 2.055 4.294
H -0.912 -1.383 -1.931
S 1.006 -1.290 -4.432
C 3.765 1.116 0.050
H -0.450 -3.748 -0.432
H 0.799 1.661 0.621
H 3.694 -4.529 1.394
C -2.804 -1.035 -4.495
H 5.516 -1.011 5.119
O 3.942 1.160 3.698
O 1.346 -1.165 0.014
H -2.206 -1.681 3.562
C -0.022 1.028 0.956
C 4.840 -1.159 4.278
C 5.442 -6.118 -0.603
C -5.718 0.930 0.227
H -5.427 1.650 -0.539
H 3.057 -1.083 2.028
H -0.617 -2.011 2.731
O -1.125 5.819 0.659
H 0.088 -3.597 4.775
H 2.925 0.037 -5.382
H -3.309 -1.724 -0.927
H 6.044 1.018 -2.001
H 0.631 -4.763 -1.447
O -2.694 -3.634 -2.232
H -1.715 -0.978 -4.499
S -0.094 -0.705 0.248
H 2.798 -1.100 -2.949
H -4.024 4.762 2.726
H -1.537 0.219 -1.493
H 3.708 4.074 4.986
C -3.045 3.821 0.311
H 0.786 3.364 -2.431
H -3.219 3.598 -0.742
H 5.299 -3.796 1.314
C -2.465 1.889 3.526
C 2.453 -0.943 2.924
O -3.502 -0.360 -6.971
H -5.053 -2.041 -1.052
H -2.592 -5.600 -0.333
S -4.608 -0.486 0.789
H 4.505 -2.190 4.161
H -3.282 -0.461 5.312
H 4.496 1.286 0.841
H 0.046 4.635 -4.808
C -0.231 3.585 -2.104
C -0.645 -0.406 -1.528
H 1.028 3.407 2.161
S 3.401 4.225 2.606
O 3.269 1.860 -2.529
C 1.899 0.239 -5.076
H -0.994 1.522 0.958
C -0.153 -4.005 -1.448
H -2.180 1.006 2.955
H -0.941 3.469 -5.830
S -1.809 -4.088 3.324
H 2.112 3.421 4.548
H 6.409 -5.736 -0.275
S -1.628 -4.665 -2.340
H 1.895 0.925 -4.229
S -3.638 0.170 -5.570
H 2.304 5.174 4.549
S -2.611 5.509 0.673
H -6.568 0.483 -0.288
H 3.938 0.144 -0.413
O -4.578 2.963 4.990
H -2.100 -2.241 1.863
C -4.300 -1.272 -0.878
S 4.020 2.344 -1.310
H -2.401 2.774 2.892
H -2.194 3.315 0.768
C 2.476 -1.966 -3.527
H 0.225 -3.138 -1.990
H -5.669 -1.071 -4.840
H 2.365 -2.800 -2.835
O 0.871 -2.205 -5.650
H -4.574 0.338 6.287
```

The value obtained for the strongest force on any atom is 3.57 eV/Å. Its net charge is 0. For the total energy, the calculation gives -195688.3203 eV. The energy relative to the best compared isomer or geometry (same formula, charge and spin) comes out at 3.971 eV.